Formula: C20H21NO4
Source: the Open Molecules 2025 dataset
Level of theory: ωB97M-V/def2-TZVPD

The calculation puts the energy at -30758.2632 eV. The HOMO-LUMO gap comes out at 0.2837 hartree. The calculation puts the LUMO energy at 0.25 eV. The SMILES is CCC[C@@]1(CC)Oc2ccc(N[C@H]3OC(=O)c4ccccc43)cc2O1.

Structure (XYZ):
```
46
Properties=species:S:1:pos:R:3:forces:R:3
O -5.895 2.882 2.284 0.35 0.51 0.53
O -4.037 1.707 2.533 1.89 -1.54 -0.52
O 3.008 -1.114 1.156 0.56 -1.79 -1.56
O 1.129 -2.055 0.155 -1.66 1.12 0.37
C -4.911 2.382 1.803 -3.82 0.51 0.07
C -4.873 2.426 -1.942 0.21 -0.38 -3.96
C -3.618 1.793 -2.113 -0.89 0.50 -2.08
C 1.855 0.586 2.320 0.34 0.98 1.38
C -5.411 2.710 -0.787 -1.44 0.32 4.35
C 0.615 1.271 2.472 2.22 1.26 1.38
C -0.524 -0.421 1.197 3.51 0.45 0.70
C -3.053 1.260 -1.038 2.46 -1.05 2.82
C 1.899 -0.487 1.491 -2.08 1.80 1.71
C 0.697 -1.000 0.978 2.25 -0.46 -1.18
C -4.710 2.231 0.374 1.22 1.11 -0.79
C -0.534 0.756 1.942 -1.13 -0.35 -0.32
C -3.517 1.577 0.261 -0.90 -1.12 -1.13
N -1.775 1.332 2.138 -1.04 2.74 1.98
C -3.120 1.017 1.616 1.75 0.78 0.58
C 2.795 0.309 -3.033 1.54 -1.21 -1.48
C 4.388 -3.720 0.139 1.15 1.41 -2.58
C 2.405 -0.003 -1.637 -1.25 -4.07 -0.04
C 2.940 -3.409 0.288 0.96 -1.05 2.47
C 3.027 -1.447 -1.302 0.36 0.28 -0.82
C 2.550 -1.985 0.086 0.66 -0.94 -0.81
H -5.587 2.581 -2.761 1.05 0.31 -0.35
H -3.108 1.709 -3.094 -0.83 -0.17 0.61
H 2.768 0.857 2.951 -1.35 -0.03 -1.31
H -6.396 3.230 -0.771 0.91 -0.61 0.49
H 0.731 2.244 3.047 -0.89 -1.36 -0.68
H -1.409 -0.761 0.880 -2.92 -1.65 -1.50
H -2.184 0.602 -1.076 0.08 0.37 -0.39
H -1.776 2.051 2.920 -0.34 -1.32 -1.71
H -3.234 -0.080 1.613 -0.51 0.30 0.31
H 2.416 -0.344 -3.913 0.48 0.53 1.92
H 2.412 1.242 -3.229 -0.58 2.47 -0.90
H 3.909 0.349 -3.100 -0.73 0.06 -0.23
H 4.660 -3.561 -0.968 0.17 -0.44 1.63
H 5.023 -3.062 0.761 -0.32 -0.28 -0.31
H 4.551 -4.728 0.420 0.44 -0.99 0.09
H 2.583 0.717 -0.870 0.83 0.67 0.22
H 1.300 -0.123 -1.616 0.46 -0.06 0.07
H 2.306 -4.015 -0.298 -0.51 -0.58 -1.32
H 2.764 -3.883 1.287 -0.75 1.43 -0.13
H 4.189 -1.411 -1.413 -1.99 0.12 0.73
H 2.752 -2.213 -2.151 0.07 1.43 1.70
```
Positions in Å, forces in eV/Å.

***

Formula: C21H46AuNO2P3
Source: the Open Molecules 2025 dataset
Level of theory: ωB97M-V/def2-TZVPD

The calculation puts the energy at -59639.1987 eV. The HOMO-LUMO gap (alpha / beta) comes out at 0.2472 / 0.1226 hartree. The expectation value of S² is 2.025. As for the net charge: +3. The spin multiplicity is 3. The calculation puts the LUMO energy (alpha / beta) at -8.79 / -12.18 eV.

Structure (XYZ):
```
74
Properties=species:S:1:pos:R:3:forces:R:3
Au -1.097 -1.135 -2.576 0.33 0.78 2.69
P -0.857 -1.651 0.540 -0.02 -1.82 2.87
P 1.229 -1.226 -2.510 1.23 -1.03 -0.89
P -3.267 -0.650 -1.848 -1.32 -0.28 -0.92
H 0.613 2.278 -0.561 -0.34 0.32 0.43
C -0.406 2.473 -0.194 -0.02 -0.67 -0.36
C -0.744 2.258 1.082 0.24 0.02 -0.62
H 0.032 1.998 1.800 -0.30 -0.03 -0.11
C 0.482 -1.468 1.780 0.78 0.96 -0.74
C -0.869 -3.485 0.386 -0.02 0.30 -1.19
C -2.251 -1.403 1.712 -0.58 0.77 -0.73
C 2.069 0.066 -3.463 0.00 0.43 -0.33
C 2.444 -1.490 -1.184 -0.27 0.02 0.61
C 1.299 -2.773 -3.479 0.04 0.07 -0.10
C -3.933 0.462 -0.573 0.36 0.28 0.39
C -3.994 -2.285 -1.544 -0.25 0.02 -0.11
C -4.075 0.009 -3.335 -0.12 0.07 -0.37
H -1.122 2.757 -0.981 0.17 -0.01 0.56
H -1.767 2.374 1.433 0.17 0.16 0.04
H 0.494 -0.434 2.148 0.12 -0.28 -0.12
H 1.456 -1.680 1.328 -0.18 0.12 0.26
H 0.296 -2.164 2.608 -0.24 0.02 -0.34
H 0.026 -3.796 -0.168 -0.24 -0.12 0.17
H -1.764 -3.804 -0.159 0.24 -0.12 0.14
H -0.857 -3.928 1.392 -0.02 0.29 -0.19
H -2.299 -0.335 1.964 -0.11 -0.27 0.05
H -2.049 -1.980 2.624 0.17 0.03 -0.34
H -3.206 -1.726 1.283 0.25 0.09 0.26
H 2.552 -0.395 -4.335 -0.05 0.19 0.18
H 2.830 0.540 -2.830 -0.19 -0.09 -0.21
H 1.378 0.849 -3.796 0.29 -0.20 0.08
H 3.449 -1.476 -1.641 -0.44 -0.10 -0.05
H 2.295 -2.465 -0.698 0.04 0.28 -0.14
H 2.414 -0.674 -0.437 0.04 -0.20 -0.18
H 2.281 -2.905 -3.942 -0.12 -0.20 -0.01
H 0.503 -2.721 -4.240 0.48 -0.24 0.04
H 1.074 -3.612 -2.802 0.14 0.21 -0.30
H -4.901 0.843 -0.925 0.26 -0.16 0.01
H -3.260 1.309 -0.396 -0.14 -0.13 -0.04
H -4.097 -0.057 0.376 0.06 0.12 -0.26
H -5.055 -2.254 -1.814 0.11 -0.22 0.20
H -3.880 -2.577 -0.494 -0.14 0.03 -0.24
H -3.468 -3.017 -2.166 -0.28 0.04 0.06
H -5.162 0.091 -3.177 0.37 -0.03 -0.16
H -3.857 -0.656 -4.187 -0.23 0.26 0.23
H -3.635 1.001 -3.552 -0.48 -0.67 0.23
C -1.476 2.299 -4.854 0.77 -1.30 2.03
C -0.348 2.337 -5.694 0.67 0.23 -1.40
C -0.417 3.066 -6.870 0.90 -0.92 0.98
C -1.591 3.776 -7.185 0.02 0.34 -0.80
C -2.696 3.746 -6.338 -1.13 -0.59 2.08
C -2.631 3.036 -5.132 -0.72 1.13 -1.31
O -1.459 1.570 -3.690 0.30 0.31 -1.96
H -0.867 0.748 -3.721 -0.44 1.57 -0.05
H 0.557 1.800 -5.404 -0.29 0.19 -0.24
H 0.441 3.094 -7.539 -0.21 0.06 0.14
H -1.637 4.363 -8.104 0.04 -0.17 0.23
H -3.624 4.270 -6.572 0.40 -0.06 -0.07
H -3.440 3.005 -4.414 -0.11 0.14 -0.18
C 4.556 1.409 4.020 0.67 -0.15 0.33
N 3.527 1.441 2.996 0.08 -0.36 -0.72
C 2.223 1.974 3.351 -0.05 0.05 0.02
C 3.657 0.828 1.792 -1.14 0.46 0.68
C 4.997 0.236 1.456 -0.11 -0.06 -0.15
O 2.653 0.771 1.042 0.77 -0.24 0.04
H 4.206 2.002 4.872 0.28 -0.18 -0.26
H 5.510 1.827 3.658 -0.43 -0.08 0.16
H 4.754 0.381 4.373 -0.13 0.38 -0.09
H 1.842 2.602 2.532 0.17 -0.15 0.42
H 1.511 1.148 3.535 0.13 0.36 0.02
H 2.350 2.562 4.268 -0.29 -0.13 -0.37
H 5.296 -0.502 2.220 0.01 0.36 -0.33
H 4.916 -0.253 0.479 0.14 0.12 0.26
H 5.742 1.042 1.403 -0.06 -0.36 0.06
```
Positions in Å, forces in eV/Å.